# 1
{
  "formula": "C39H37BBrN8O2PTc",
  "method": "ωB97M-V/def2-TZVPD",
  "elements": ["Tc", "Br", "P", "O", "O", "N", "N", "N", "N", "N", "N", "N", "N", "C", "C", "C", "C", "C", "C", "C", "C", "C", "C", "C", "C", "C", "C", "C", "C", "C", "C", "C", "C", "C", "C", "C", "C", "C", "C", "C", "C", "C", "C", "C", "C", "C", "C", "C", "C", "C", "C", "C", "B", "H", "H", "H", "H", "H", "H", "H", "H", "H", "H", "H", "H", "H", "H", "H", "H", "H", "H", "H", "H", "H", "H", "H", "H", "H", "H", "H", "H", "H", "H", "H", "H", "H", "H", "H", "H", "H"],
  "coordinates": [[0.660, -0.092, -0.026], [-2.509, 1.296, 1.724], [0.705, -0.524, -2.507], [2.940, -3.784, -0.399], [1.236, -1.993, 0.113], [-1.291, -1.236, 0.209], [0.986, 1.606, 2.521], [2.386, -0.803, -2.536], [0.339, 2.931, 0.488], [2.721, 0.152, -0.414], [0.030, 1.867, -0.287], [-1.024, -2.585, 0.125], [0.755, 0.370, 2.008], [0.556, -0.338, -5.241], [-0.060, -4.471, -3.333], [-1.137, 3.632, -1.019], [0.336, 1.794, -4.144], [0.474, 0.411, -4.060], [-5.400, 4.049, -2.236], [0.412, -0.428, 3.037], [-1.454, -2.076, -3.168], [0.452, 0.279, 4.221], [-4.821, 2.801, -2.085], [1.976, -4.682, -0.339], [-0.079, -2.102, -2.924], [-4.576, 2.276, -0.813], [-3.917, 0.971, -0.757], [-3.029, 0.464, 0.107], [-2.129, -3.248, -3.471], [0.305, -2.952, 0.537], [-0.283, -5.368, 0.146], [0.260, 2.415, -5.385], [-5.775, 4.774, -1.114], [-5.572, 4.245, 0.154], [5.463, 0.178, -0.834], [-4.971, 3.007, 0.309], [-1.428, -4.448, -3.555], [4.614, -0.252, -1.825], [0.335, 1.667, -6.548], [0.494, 0.288, -6.473], [0.051, -6.673, -0.213], [0.616, -3.301, -3.004], [1.355, -6.987, -0.637], [3.583, 0.516, 0.571], [0.812, 1.565, 3.841], [4.938, 0.552, 0.402], [0.647, -4.351, 0.074], [3.240, -0.283, -1.583], [-0.871, 2.295, -1.200], [-0.343, 3.990, 0.069], [2.309, -6.010, -0.696], [-2.469, -0.860, -0.135], [1.347, 2.875, 1.677], [-3.140, -1.603, -0.570], [3.327, -6.216, -0.999], [0.334, 2.411, -3.259], [1.603, -8.006, -0.904], [-0.698, -7.450, -0.154], [0.560, -0.302, -7.378], [-0.234, 4.937, 0.571], [0.487, -5.401, -3.423], [-3.192, -3.225, -3.671], [-5.583, 4.447, -3.225], [1.162, 3.835, 2.369], [0.273, 2.154, -7.512], [1.685, -3.321, -2.825], [0.328, -2.998, 1.634], [-1.949, -5.360, -3.814], [-4.122, 0.327, -1.611], [3.137, 0.771, 1.515], [-4.842, 2.597, 1.300], [2.562, -2.908, -0.124], [-4.556, 2.219, -2.962], [-1.457, -3.089, -0.640], [-6.241, 5.744, -1.228], [0.155, 3.491, -5.436], [-1.990, -1.131, -3.155], [0.133, -1.453, 2.877], [-5.892, 4.797, 1.028], [2.469, 2.829, 1.248], [0.943, 2.456, 4.433], [6.530, 0.205, -1.011], [-1.286, -5.156, 0.500], [0.232, -0.080, 5.211], [4.988, -0.580, -2.786], [5.572, 0.863, 1.219], [-1.821, 4.255, -1.569], [-1.323, 1.596, -1.882], [0.647, -1.417, -5.210], [2.822, -0.995, -3.429]],
  "homo_energy_ev": [-12.78, -12.71],
  "e_lumo_ha": [-0.1887, -0.3321],
  "gap_ha": [0.281, 0.135],
  "charge": 2,
  "spin_multiplicity": 4
}



# 2
{
  "formula": "C18H31F4HoN2P2",
  "method": "ωB97M-V/def2-TZVPD",
  "elements": ["Ho", "P", "P", "F", "F", "F", "F", "N", "N", "C", "C", "C", "C", "C", "C", "C", "C", "C", "C", "C", "C", "C", "C", "C", "C", "C", "C", "H", "H", "H", "H", "H", "H", "H", "H", "H", "H", "H", "H", "H", "H", "H", "H", "H", "H", "H", "H", "H", "H", "H", "H", "H", "H", "H", "H", "H", "H", "H"],
  "coordinates": [[-0.077, 0.175, 0.082], [1.135, -2.522, 0.264], [2.762, 0.417, 0.218], [0.615, 2.395, 0.557], [-3.146, 3.622, -2.031], [-2.058, 5.974, -2.473], [1.763, 4.762, -0.005], [-2.273, -1.004, 0.274], [-1.685, 1.606, -0.436], [0.550, 4.528, -0.512], [-1.290, 2.910, -0.734], [3.628, -1.193, 0.149], [-2.300, -1.509, 1.669], [3.864, 1.580, -0.631], [-1.953, 3.880, -1.483], [-3.063, 1.210, -0.719], [-1.927, -1.652, -2.092], [-3.407, -0.049, 0.064], [2.921, 0.890, 1.980], [-1.371, 5.115, -1.735], [-2.329, -2.117, -0.702], [0.617, -4.019, 1.160], [-0.055, 3.325, -0.253], [2.854, -2.292, 0.881], [1.404, -3.133, -1.437], [-0.118, 5.465, -1.267], [-1.779, -0.459, 2.639], [-0.734, -0.176, 2.427], [2.277, 0.298, 2.635], [0.632, -3.839, 2.236], [3.953, 0.744, 2.301], [1.313, -4.825, 0.926], [0.313, 6.432, -1.491], [-0.387, -4.333, 0.875], [-1.675, -2.400, 1.720], [2.660, 1.941, 2.101], [-2.656, -0.976, -2.538], [-3.312, -1.804, 1.959], [3.780, -1.454, -0.901], [3.916, 1.356, -1.696], [-0.962, -1.121, -2.082], [-1.654, -2.900, -0.362], [-3.765, 1.980, -0.400], [-2.376, 0.450, 2.638], [2.799, -2.081, 1.952], [-3.333, -2.548, -0.732], [-1.761, -0.854, 3.654], [4.861, 1.507, -0.198], [-4.222, -0.578, -0.435], [4.619, -1.069, 0.591], [-3.779, 0.238, 1.045], [3.366, -3.251, 0.778], [0.481, -3.569, -1.822], [-1.800, -2.500, -2.763], [3.493, 2.598, -0.506], [2.176, -3.903, -1.431], [1.710, -2.335, -2.115], [-3.220, 1.070, -1.790]],
  "homo_energy_ev": [-13.78, -13.81],
  "e_lumo_ha": [-0.2464, -0.2400],
  "de_lowest_kcal_mol": 0.0,
  "gap_ha": [0.260, 0.267],
  "charge": 2,
  "spin_multiplicity": 5
}



# 3
{
  "formula": "C45H40Br2N11O3SSiTi",
  "method": "ωB97M-V/def2-TZVPD",
  "elements": ["Br", "Br", "Ti", "S", "Si", "O", "O", "O", "N", "N", "N", "N", "N", "N", "N", "N", "N", "N", "N", "C", "C", "C", "C", "C", "C", "C", "C", "C", "C", "C", "C", "C", "C", "C", "C", "C", "C", "C", "C", "C", "C", "C", "C", "C", "C", "C", "C", "C", "C", "C", "C", "C", "C", "C", "C", "C", "C", "C", "C", "C", "C", "C", "C", "C", "H", "H", "H", "H", "H", "H", "H", "H", "H", "H", "H", "H", "H", "H", "H", "H", "H", "H", "H", "H", "H", "H", "H", "H", "H", "H", "H", "H", "H", "H", "H", "H", "H", "H", "H", "H", "H", "H", "H", "H"],
  "coordinates": [[-3.629, -6.187, 5.064], [3.167, -1.826, -8.046], [0.911, 1.006, -0.337], [-0.253, -0.321, 2.439], [-0.601, 3.849, 0.483], [-0.791, 0.532, -0.407], [2.965, 0.771, -3.284], [1.264, -0.152, -2.125], [0.780, 2.454, -1.845], [-0.849, -2.142, -0.856], [0.195, -2.950, 2.258], [-5.718, -1.958, -0.034], [0.567, 2.646, 0.957], [-6.035, -3.079, 0.438], [3.353, 5.413, -3.897], [2.955, 1.686, -0.318], [-0.646, 4.439, -5.557], [2.036, -0.614, 0.474], [1.632, -1.749, 1.071], [5.550, 2.099, -1.163], [2.192, 1.881, 2.618], [1.824, 4.133, 4.158], [3.799, 0.644, -0.427], [4.133, -1.841, 0.185], [0.241, 5.504, 0.083], [-3.125, 0.604, -0.177], [-1.994, -1.521, -0.520], [2.379, 4.792, -3.849], [-0.856, -3.438, -1.020], [-1.926, -0.084, -0.359], [-1.934, 4.158, 1.811], [-3.224, -2.212, -0.347], [0.170, 4.254, -4.759], [5.109, 0.827, -0.872], [1.265, 2.835, 2.143], [-2.019, -4.216, -0.911], [4.689, 3.176, -0.984], [2.864, 2.028, 3.817], [2.001, -1.642, -6.544], [-0.707, -3.231, 3.346], [2.687, 3.151, 4.617], [0.747, -2.229, -6.605], [-1.709, 3.549, -1.033], [-4.299, -5.208, 3.574], [-4.087, -3.841, 3.504], [3.400, 2.914, -0.573], [-4.986, -5.875, 2.575], [-5.287, -3.775, 1.404], [-5.485, -5.155, 1.505], [-4.426, -1.454, -0.097], [1.177, 4.050, -3.789], [0.564, -1.691, 1.870], [-4.331, -0.068, -0.101], [-0.089, -2.120, -5.503], [3.268, -0.629, 0.031], [1.575, -0.824, -4.343], [-0.056, -3.118, 4.723], [0.977, 3.156, -2.743], [-4.555, -3.134, 2.411], [2.426, -0.934, -5.438], [1.994, 0.027, -3.149], [1.144, 3.986, 2.959], [0.326, -1.432, -4.372], [-3.198, -3.600, -0.589], [-1.983, -5.281, -1.102], [0.861, 5.873, 0.901], [-3.096, 1.677, -0.094], [-1.071, -2.576, -5.532], [0.815, -3.774, 4.793], [-5.146, -6.942, 2.643], [-1.691, 2.532, -1.407], [-4.385, -2.067, 2.351], [0.260, -2.089, 4.890], [-1.574, 4.638, 2.721], [4.015, -2.508, -0.674], [3.534, 1.237, 4.137], [0.433, -2.752, -7.498], [5.752, -0.029, -1.021], [6.552, 2.258, -1.540], [-1.523, -2.514, 3.270], [-5.249, 0.496, 0.018], [-0.503, 6.272, -0.148], [-4.113, -4.173, -0.551], [3.206, 3.256, 5.562], [0.099, -3.892, -1.270], [0.493, 4.788, 2.655], [-1.113, -4.234, 3.193], [-0.765, -3.400, 5.506], [-6.044, -5.659, 0.726], [3.815, -2.387, 1.069], [-1.408, 4.197, -1.859], [0.887, 5.401, -0.794], [2.363, 0.986, 2.043], [3.389, -0.445, -5.397], [-3.546, -3.332, 4.289], [0.834, -3.673, 1.966], [4.996, 4.189, -1.199], [-2.742, 3.803, -0.776], [-2.731, 4.780, 1.395], [-2.368, 3.197, 2.105], [2.679, 3.711, -0.435], [-0.302, -1.346, -3.494], [1.673, 5.037, 4.739], [5.184, -1.572, 0.276]],
  "homo_energy_ev": [-2.08, -2.51],
  "e_lumo_ha": [0.1180, 0.1187],
  "de_lowest_kcal_mol": 24.0,
  "gap_ha": [0.195, 0.211],
  "charge": -2,
  "spin_multiplicity": 2
}



# 4
{
  "formula": "C2HCl3O2S",
  "method": "ωB97M-V/def2-TZVPD",
  "elements": ["Cl", "Cl", "Cl", "S", "O", "O", "C", "C", "H"],
  "coordinates": [[-0.618, -1.729, 1.082], [-2.315, 0.321, 0.181], [-1.353, -1.736, -1.610], [0.944, 1.098, 0.549], [2.207, 1.625, 0.247], [0.128, 1.880, 1.437], [-0.888, -0.760, -0.280], [0.375, 0.048, -0.655], [1.520, -0.747, -0.951]],
  "homo_energy_ev": [-10.39, -10.39],
  "e_lumo_ha": [-0.0583, -0.0583],
  "de_lowest_kcal_mol": 63.8,
  "gap_ha": [0.324, 0.323],
  "charge": 0
}



- Among the records above, which one has the lowest charge?
  C45H40Br2N11O3SSiTi



- What is the charge in the second record?
  +2



- What is the formula in the first record?
  C39H37BBrN8O2PTc